Below is 14 unconnected molecules or ions with the total composition C84H210N7O28P7 at a distorted geometry, with properties calculated with ωB97M-V/def2-TZVPD.

Its total energy is -8206.49862 Ha. The relative energy (zero: lowest compared OMol25 entry of this formula, charge and spin) comes out at 0.000 eV. The gap between HOMO and LUMO is 0.31423 hartree. The calculation puts the LUMO energy at 0.5 eV.

Atoms and positions in Å:
C -1.197 -4.420 7.933
C -0.228 -3.259 7.714
N 0.670 -3.418 6.550
C 1.654 -2.279 6.587
C 2.750 -2.432 5.499
C -0.044 -3.678 5.280
C -0.941 -2.528 4.858
H -1.835 -3.972 8.695
H -0.725 -5.350 8.250
H -1.765 -4.624 7.025
H -0.769 -2.319 7.601
H 0.449 -3.204 8.566
H 1.200 -1.303 6.414
H 2.087 -2.146 7.578
H 2.406 -2.245 4.481
H 3.459 -1.635 5.723
H 3.289 -3.377 5.566
H -0.625 -4.600 5.273
H 0.637 -3.834 4.443
H -1.720 -2.809 4.148
H -0.409 -1.607 4.619
H -1.536 -2.276 5.736
C 0.941 -4.767 -2.718
C -0.007 -5.941 -2.987
N 0.173 -7.070 -2.042
C -0.897 -8.053 -2.274
C -2.201 -7.503 -1.724
C 1.508 -7.751 -2.155
C 1.959 -8.071 -3.622
H 2.015 -4.923 -2.822
H 0.743 -4.353 -1.729
H 0.662 -3.930 -3.358
H -1.019 -5.538 -2.944
H 0.162 -6.189 -4.035
H -1.014 -8.387 -3.305
H -0.681 -8.904 -1.629
H -2.864 -8.356 -1.576
H -2.072 -7.114 -0.714
H -2.698 -6.756 -2.343
H 1.427 -8.713 -1.650
H 2.234 -7.188 -1.568
H 1.106 -8.349 -4.241
H 2.718 -8.831 -3.439
H 2.393 -7.179 -4.074
C -0.306 7.969 -2.860
C -0.679 6.566 -2.503
N -1.971 6.115 -2.908
C -3.024 6.895 -2.165
C -4.439 6.434 -2.507
C -2.041 4.681 -2.806
C -1.926 4.057 -1.414
H -0.583 8.179 -3.893
H 0.776 8.101 -2.827
H -0.802 8.747 -2.281
H 0.150 5.925 -2.803
H -0.609 6.516 -1.417
H -2.857 6.870 -1.088
H -2.926 7.948 -2.431
H -5.109 7.223 -2.165
H -4.483 6.289 -3.586
H -4.657 5.503 -1.984
H -1.237 4.245 -3.399
H -3.005 4.345 -3.185
H -1.916 2.970 -1.504
H -2.872 4.301 -0.931
H -1.038 4.383 -0.873
C 5.250 -2.225 2.979
C 6.209 -3.062 2.039
N 5.495 -4.355 1.811
C 4.581 -4.143 0.660
C 3.553 -5.244 0.513
C 6.437 -5.402 1.403
C 7.091 -6.089 2.539
H 4.299 -1.917 2.545
H 5.783 -1.339 3.324
H 5.032 -2.764 3.901
H 6.507 -2.512 1.146
H 7.142 -3.246 2.572
H 5.119 -4.033 -0.282
H 4.011 -3.232 0.845
H 3.113 -5.449 1.489
H 4.105 -6.082 0.090
H 2.833 -4.963 -0.255
H 5.939 -6.228 0.896
H 7.278 -5.058 0.801
H 6.366 -6.347 3.311
H 7.621 -6.973 2.185
H 7.879 -5.488 2.994
C 6.337 -1.950 -6.360
C 5.008 -2.032 -5.611
N 4.944 -1.413 -4.292
C 5.067 0.084 -4.418
C 4.028 0.760 -5.318
C 3.809 -1.795 -3.413
C 3.985 -3.227 -2.786
H 7.172 -2.213 -5.711
H 6.567 -0.951 -6.730
H 6.273 -2.580 -7.247
H 4.216 -1.621 -6.237
H 4.844 -3.073 -5.333
H 5.154 0.531 -3.428
H 6.075 0.348 -4.738
H 3.059 0.394 -4.977
H 4.162 1.842 -5.313
H 4.104 0.455 -6.361
H 2.911 -1.768 -4.031
H 3.712 -1.030 -2.642
H 4.024 -4.022 -3.531
H 3.194 -3.394 -2.056
H 4.871 -3.225 -2.151
C 2.197 4.664 -0.887
C 2.403 3.181 -1.021
N 3.848 2.824 -0.911
C 3.986 1.365 -0.635
C 3.630 0.979 0.856
C 4.602 3.248 -2.120
C 6.127 3.095 -1.848
H 2.318 5.211 -1.823
H 2.898 5.108 -0.181
H 1.204 4.897 -0.505
H 1.828 2.726 -0.214
H 1.887 2.705 -1.854
H 3.310 0.961 -1.388
H 4.989 0.966 -0.785
H 3.574 -0.094 1.041
H 4.237 1.414 1.650
H 2.672 1.364 1.203
H 4.516 4.326 -2.255
H 4.332 2.692 -3.018
H 6.393 3.218 -0.799
H 6.569 3.929 -2.395
H 6.469 2.180 -2.331
C 0.158 0.446 -2.472
C 0.937 -0.282 -1.354
N 0.161 -1.119 -0.418
C 1.008 -1.968 0.385
C 0.177 -2.972 1.215
C -0.811 -0.349 0.440
C -0.098 0.530 1.499
H 0.850 0.921 -3.167
H -0.632 1.079 -2.068
H -0.309 -0.368 -3.026
H 1.687 -0.902 -1.845
H 1.413 0.544 -0.826
H 1.500 -2.677 -0.281
H 1.662 -1.469 1.100
H 0.707 -3.915 1.355
H 0.075 -2.520 2.202
H -0.857 -3.161 0.928
H -1.334 -1.118 1.009
H -1.574 0.145 -0.162
H 0.496 -0.077 2.183
H -0.866 1.003 2.111
H 0.535 1.235 0.960
C 3.637 5.931 2.563
C 2.962 4.552 2.553
O 1.526 4.661 2.651
P 0.759 5.299 3.952
O 1.360 4.901 5.261
O 0.909 6.879 3.741
C -0.038 7.583 2.945
C 0.020 7.050 1.476
O -0.805 5.008 3.756
C -1.264 3.749 4.020
C -1.923 3.336 2.733
H 4.712 5.960 2.387
H 3.274 6.666 1.845
H 3.512 6.354 3.560
H 3.163 3.974 1.651
H 3.243 4.013 3.458
H -1.088 7.577 3.238
H 0.265 8.630 2.928
H -0.513 6.102 1.409
H -0.515 7.778 0.867
H 1.040 6.922 1.111
H -0.526 3.004 4.315
H -2.011 3.789 4.813
H -2.415 2.383 2.927
H -2.800 3.946 2.514
H -1.356 3.260 1.805
C -6.927 5.162 -7.524
C -5.675 4.389 -7.804
O -5.736 3.134 -7.107
P -4.548 2.055 -7.098
O -4.173 1.601 -8.485
O -3.359 2.791 -6.280
C -2.113 2.246 -6.305
C -1.749 1.342 -5.157
O -5.158 0.892 -6.087
C -5.880 -0.158 -6.691
C -6.244 -1.159 -5.606
H -6.976 5.483 -6.483
H -6.957 6.023 -8.192
H -7.804 4.556 -7.752
H -5.494 4.318 -8.877
H -4.877 5.072 -7.514
H -1.880 1.823 -7.282
H -1.375 3.048 -6.266
H -2.215 0.357 -5.158
H -0.677 1.154 -5.213
H -1.907 1.881 -4.223
H -6.807 0.286 -7.053
H -5.282 -0.596 -7.490
H -6.765 -1.962 -6.128
H -5.381 -1.614 -5.120
H -6.836 -0.681 -4.826
C 6.082 2.001 -10.295
C 5.784 1.811 -8.798
O 4.366 1.899 -8.601
P 3.776 3.360 -8.289
O 4.763 4.265 -7.608
O 3.254 3.820 -9.739
C 3.122 5.242 -10.095
C 3.590 5.497 -11.502
O 2.378 2.986 -7.479
C 1.603 3.989 -6.941
C 1.205 3.671 -5.419
H 5.727 2.949 -10.699
H 7.157 1.985 -10.475
H 5.697 1.216 -10.947
H 6.024 0.772 -8.577
H 6.393 2.444 -8.153
H 2.084 5.573 -10.050
H 3.694 5.811 -9.363
H 4.544 5.060 -11.795
H 2.862 5.177 -12.248
H 3.663 6.579 -11.612
H 2.082 4.961 -7.055
H 0.647 3.968 -7.464
H 0.368 4.253 -5.033
H 0.881 2.643 -5.255
H 2.045 3.985 -4.798
C -8.255 -1.964 3.517
C -7.657 -2.919 2.440
O -6.716 -2.124 1.686
P -6.720 -2.233 0.074
O -8.097 -2.076 -0.502
O -5.986 -3.682 -0.301
C -4.783 -4.056 0.227
C -3.799 -4.008 -0.880
O -5.628 -1.133 -0.427
C -5.617 -0.631 -1.757
C -4.140 -0.560 -2.285
H -8.875 -2.485 4.246
H -7.435 -1.606 4.140
H -8.760 -1.133 3.024
H -7.171 -3.760 2.935
H -8.525 -3.261 1.877
H -4.405 -3.461 1.059
H -4.977 -5.014 0.708
H -3.516 -3.001 -1.188
H -2.888 -4.416 -0.442
H -4.132 -4.649 -1.696
H -6.151 -1.300 -2.431
H -6.049 0.369 -1.799
H -3.975 0.133 -3.110
H -3.508 -0.210 -1.469
H -3.751 -1.531 -2.591
C 1.976 1.213 3.876
C 2.962 1.656 4.985
O 4.184 2.135 4.460
P 5.628 1.869 5.082
O 5.903 0.484 5.543
O 6.589 2.315 3.812
C 7.596 1.481 3.210
C 7.242 1.100 1.760
O 5.805 3.040 6.189
C 5.768 4.426 5.783
C 4.819 5.137 6.745
H 1.093 0.833 4.390
H 1.605 2.035 3.264
H 2.401 0.414 3.269
H 2.618 2.449 5.650
H 3.171 0.839 5.676
H 8.496 2.092 3.271
H 7.793 0.648 3.885
H 7.881 0.316 1.353
H 6.271 0.611 1.693
H 7.293 1.966 1.100
H 6.792 4.777 5.907
H 5.393 4.536 4.766
H 4.769 6.202 6.515
H 3.815 4.723 6.647
H 5.183 5.077 7.771
C -8.093 3.890 4.154
C -7.848 2.360 3.963
O -7.084 1.801 5.003
P -5.471 1.638 4.930
O -4.835 2.714 4.155
O -5.072 1.561 6.483
C -5.788 0.788 7.388
C -5.671 1.439 8.788
O -5.162 0.097 4.394
C -3.964 -0.426 4.299
C -3.651 -0.843 2.852
H -8.798 4.197 4.927
H -7.177 4.458 4.315
H -8.479 4.337 3.238
H -8.767 1.792 3.820
H -7.315 2.253 3.018
H -6.804 0.651 7.017
H -5.419 -0.237 7.409
H -6.106 0.842 9.590
H -4.621 1.662 8.980
H -6.170 2.408 8.807
H -3.235 0.263 4.723
H -3.997 -1.323 4.918
H -2.692 -1.361 2.867
H -4.444 -1.464 2.434
H -3.547 0.092 2.302
C -4.544 -3.073 7.121
C -4.923 -3.707 5.802
O -3.739 -4.163 5.193
P -3.915 -5.421 4.159
O -5.147 -5.432 3.297
O -2.524 -5.448 3.316
C -2.313 -6.523 2.463
C -0.916 -6.460 1.824
O -3.745 -6.759 5.037
C -4.964 -7.367 5.487
C -4.587 -8.388 6.567
H -3.993 -2.141 6.994
H -5.443 -2.868 7.703
H -3.939 -3.767 7.704
H -5.556 -4.561 6.044
H -5.578 -3.041 5.240
H -2.368 -7.446 3.041
H -3.054 -6.586 1.666
H -0.675 -7.281 1.149
H -0.681 -5.663 1.118
H -0.171 -6.344 2.611
H -5.636 -6.610 5.893
H -5.444 -7.804 4.612
H -3.981 -7.930 7.348
H -5.449 -8.864 7.035
H -4.039 -9.270 6.238